(1)
C4H8N2 | ωB97M-V/def2-TZVPD

Geometry as XYZ:
```
14
Properties=species:S:1:pos:R:3:forces:R:3
C 1.926 -0.015 0.279 0.2 0.0 0.0
N 0.600 -0.611 0.395 -0.1 0.1 0.1
C -0.393 0.067 -0.421 -0.1 0.0 -0.1
C -1.731 -0.672 -0.433 -0.1 0.0 0.0
C -0.617 1.455 0.074 -0.1 0.9 0.5
N -0.774 2.479 0.591 0.1 -0.9 -0.6
H 2.350 -0.258 -0.701 -0.1 0.0 0.1
H 2.583 -0.446 1.038 -0.1 0.1 -0.1
H 1.926 1.081 0.393 0.0 -0.2 0.0
H 0.298 -0.574 1.365 0.0 -0.1 -0.1
H 0.008 0.118 -1.441 -0.1 0.1 0.1
H -2.427 -0.181 -1.121 0.1 -0.1 0.1
H -1.585 -1.709 -0.746 0.1 0.2 0.0
H -2.176 -0.668 0.567 0.1 0.0 -0.1
```
Forces are in eV/Å.

## Properties
LUMO energy = 0.99 eV
Structure (SMILES) = CN[C@@H](C)C#N
Energy above the lowest of the compared OMol25 structures with the same formula, charge and spin = 11.2 kcal per mole

***

(2)
C25H19N3O3STc | ωB97M-V/def2-TZVPD

Geometry as XYZ:
```
52
Properties=species:S:1:pos:R:3:forces:R:3
Tc -1.029 0.883 -0.610 -0.3 -0.2 0.1
C -1.321 -2.511 -3.349 0.0 0.0 0.0
C -1.655 -1.361 -2.629 -0.1 -0.1 -0.1
N -0.734 -0.592 -2.061 0.1 0.2 0.1
C 0.582 -0.948 -2.151 0.1 -0.1 0.0
C 0.995 -2.116 -2.803 0.0 0.1 0.1
C -0.005 -2.893 -3.431 0.0 0.0 0.0
C 2.372 -2.446 -2.781 0.0 0.0 0.0
C 3.260 -1.645 -2.112 0.0 0.0 0.0
C 2.842 -0.459 -1.480 -0.1 0.0 0.0
C 1.516 -0.078 -1.529 0.0 -0.1 0.0
N 0.903 1.064 -0.996 -0.4 -0.1 0.0
C 1.486 2.310 -0.845 0.1 0.2 0.1
C 2.814 2.705 -0.950 -0.1 -0.1 0.0
C 3.161 4.053 -0.792 0.0 0.0 0.0
C 2.213 5.021 -0.566 0.0 0.0 0.0
C 0.842 4.671 -0.505 0.0 -0.1 0.0
C -0.218 5.586 -0.347 0.0 0.0 0.0
C -1.517 5.134 -0.357 0.0 -0.1 0.0
C -1.766 3.771 -0.524 0.0 0.0 0.0
N -0.780 2.890 -0.662 0.0 0.1 -0.1
C 0.510 3.318 -0.645 0.1 0.0 0.0
H -2.107 -3.089 -3.810 0.0 0.0 0.0
H -2.686 -1.060 -2.492 0.0 0.0 0.0
H 0.275 -3.789 -3.969 0.0 0.0 0.0
H 2.708 -3.345 -3.280 0.0 0.0 0.0
H 4.304 -1.919 -2.062 0.0 0.0 0.0
H 3.569 0.112 -0.926 0.0 0.0 0.0
H 3.599 1.998 -1.162 0.0 0.0 0.0
H 4.203 4.331 -0.862 0.0 0.0 0.0
H 2.501 6.058 -0.459 0.0 0.0 0.0
H -0.005 6.641 -0.231 0.0 0.0 0.0
H -2.353 5.808 -0.239 0.0 0.0 0.0
H -2.774 3.375 -0.535 0.0 0.0 0.0
C -0.505 -4.805 4.184 0.0 0.0 0.0
C -0.967 -3.546 3.520 -0.1 0.1 0.0
C -0.059 -2.669 2.926 0.0 0.0 0.0
C -0.482 -1.491 2.335 0.1 0.0 0.0
C -1.836 -1.191 2.342 -0.1 0.0 0.1
C -2.769 -2.042 2.932 0.0 0.0 0.0
C -2.325 -3.215 3.509 0.1 0.0 0.0
S -2.446 0.268 1.626 0.2 -0.1 -0.3
O -2.743 -0.016 0.140 0.5 0.0 0.1
O -3.524 0.792 2.371 0.0 0.2 -0.2
O -1.245 1.195 1.386 0.0 -0.1 0.2
H 0.560 -4.971 4.037 0.0 0.0 0.0
H -1.048 -5.666 3.796 0.0 0.0 0.0
H -0.696 -4.755 5.257 0.0 0.0 0.0
H 0.997 -2.902 2.948 0.0 0.0 0.0
H 0.242 -0.802 1.917 0.0 0.0 0.0
H -3.818 -1.781 2.954 0.0 0.0 0.0
H -3.041 -3.880 3.974 0.0 0.0 0.0
```
Forces are in eV/Å.

## Properties
LUMO energy (spin up / spin down) = -8.09 / -8.83 eV
Total charge = +2
Spin multiplicity = 2
<S²> = 1.20

***

Number 1: energy -266.704100 a.u., F_max 0.0218 Eh/bohr. Number 2: energy -1832.539498 a.u., F_max 0.0092 Eh/bohr.